Record 1
Formula: C17H68O17
Source: the OMol25 dataset
Level of theory: ωB97M-V with the def2-TZVPD basis set

Structure (XYZ):
```
102
Properties=species:S:1:pos:R:3:mulliken_charge:R:1
H 2.176 -1.968 -3.082 0.3023
H -0.033 6.366 -4.018 0.2526
C 0.856 -4.454 -4.597 -0.1811
H 0.481 4.691 1.111 0.0923
O -0.264 0.884 1.122 1.4042
H 1.834 -3.591 6.035 0.3202
H 0.513 1.427 5.217 0.2825
H 2.198 -3.670 0.889 0.2730
H -0.676 -4.889 5.683 0.3098
C 0.315 0.884 -0.212 0.2276
H 3.972 1.404 2.821 0.1160
H -0.577 3.928 -2.824 0.2521
H -2.371 -1.559 -5.279 0.0929
O 0.727 0.159 3.516 -0.5559
H 4.804 2.430 1.522 0.2410
O 0.027 -4.544 6.254 -0.5451
C 1.116 -4.159 5.414 -0.3027
O -2.006 -0.064 3.879 -0.5424
C 0.972 0.467 4.870 -0.9033
H -1.019 6.211 -2.558 0.2560
H -2.043 1.590 4.855 0.2166
C -2.656 1.201 4.061 -0.4897
H 0.063 -3.635 -4.490 -0.1159
H -2.061 -0.533 -3.005 0.1238
O -1.181 3.459 1.464 -0.5309
H -0.299 -1.840 -1.207 -0.1639
C 3.000 4.035 -1.240 -0.4130
C -3.317 -0.980 -5.364 -0.4477
H 0.775 -0.318 5.644 0.2590
H 3.006 0.718 -4.022 0.3011
H -0.242 0.185 3.464 0.1943
H 1.124 1.609 -0.263 0.1474
H 4.151 -2.024 -1.629 0.3930
H -0.419 1.257 -0.948 0.2877
O 1.446 -0.459 -3.744 -0.3454
C 2.045 0.616 -4.454 -0.6810
H 1.398 -1.309 2.222 -0.1057
H 3.048 -2.993 -0.588 -0.0721
H 2.946 -2.917 2.269 0.3815
C -3.288 -0.124 0.735 -0.3081
H 3.235 4.589 -2.166 0.3040
H -2.606 1.786 3.097 0.1120
H -4.570 4.491 -0.002 0.2968
H -0.797 -2.648 -2.724 -0.1322
O -2.342 -1.028 1.068 -0.4250
H -3.190 -0.120 -6.103 0.2072
H -1.523 -3.498 1.672 0.1961
H 1.446 -3.798 2.337 -0.0410
H 1.111 4.597 -1.580 0.3346
H -2.642 -4.884 1.986 0.4091
H 3.795 4.334 -0.518 0.1856
H 0.405 -5.112 -5.335 0.3201
O 3.331 1.077 0.930 -0.2333
H -0.145 4.840 2.806 0.2760
H -4.654 3.347 -1.354 0.2765
H -4.513 -0.395 -3.878 0.2658
H -3.570 -0.215 -0.352 0.1279
H -4.078 2.934 0.275 0.0971
H -1.581 5.545 -4.081 0.3100
C -0.714 5.695 -3.477 -0.6656
C 4.448 1.390 1.845 -0.6323
O 1.076 -5.207 -3.390 -0.5586
C 1.993 -3.056 1.753 -0.6192
O 1.687 4.450 -0.783 -0.4246
H 2.054 0.686 4.877 0.2756
H 1.533 1.574 -4.376 0.2307
H 3.749 0.795 0.113 0.2018
H -2.017 -2.245 -1.474 0.3651
H 5.282 0.650 1.849 0.2903
C -1.107 -1.954 -1.958 -0.0750
H 2.765 -1.244 -0.886 -0.0708
C -4.009 3.677 -0.534 -0.6064
H 0.569 -0.214 -3.462 0.2227
H -1.496 -0.570 0.888 0.0318
O -3.533 -0.386 -4.059 -0.4428
H 0.644 -0.077 -0.458 -0.8294
H 2.100 0.377 -5.561 0.2186
H -4.251 -0.334 1.329 0.3067
C 0.007 4.117 1.942 -0.2693
O 2.301 -2.642 -2.397 -0.2713
O 1.374 -1.847 1.445 0.2434
C 3.134 -2.209 -1.345 -0.1979
H -2.198 -3.816 3.244 0.2099
C -1.835 -4.286 2.369 -0.5591
H -2.470 -0.601 3.238 0.2173
O 0.005 4.596 -3.155 -0.4610
H 1.672 -4.997 5.003 0.2721
H 0.823 -3.471 4.601 -0.0721
O -1.278 -0.645 -2.451 -0.0752
H -4.104 -1.627 -5.742 0.3263
O -0.829 -5.144 2.789 -0.5300
H 3.071 2.928 -1.380 0.0337
O -2.718 4.014 -0.966 -0.3644
H -2.163 4.094 -0.184 0.2954
H 1.812 -4.026 -4.979 0.1788
H -1.016 2.518 1.527 0.1439
H 0.546 0.774 1.670 -0.0695
H 1.693 -4.627 -2.894 0.3341
H -0.405 -5.685 2.076 0.2802
H -3.627 0.992 4.473 0.3267
H 0.770 3.347 2.315 0.0273
H -2.993 0.910 0.959 -0.1484
```

## Properties
E_LUMO: 0.318 eV
ΔE to the lowest compared entry with this formula, charge and spin: 126.4 kJ/mol
Strongest force on any atom: 3.6 eV/Å
E_tot: -1967.25849 a.u.

Record 2
Formula: C17H6Br2Cl6MoNO3
Source: the OMol25 dataset
Level of theory: ωB97M-V with the def2-TZVPD basis set

Structure (XYZ):
```
36
Properties=species:S:1:pos:R:3:mulliken_charge:R:1
C -0.186 3.000 0.005 -0.2978
C -3.612 -1.582 0.923 -0.4076
C -1.182 5.215 -0.001 -0.0728
C 2.975 -3.018 0.115 -0.9372
H 1.512 5.942 0.079 0.3928
Br -4.278 2.436 -0.136 -0.1256
C 1.306 4.885 0.043 -0.5399
C -2.205 -1.142 0.610 0.9477
C 2.036 -2.008 0.165 1.9272
H -3.997 -2.224 0.130 0.3784
C 2.478 -4.325 0.008 0.8624
Mo -0.007 -0.028 0.109 0.8251
C 1.093 -4.522 -0.025 -0.6149
H -3.316 5.302 -0.061 0.4856
H -4.239 -0.688 1.018 0.2613
O -1.546 1.155 -0.094 -0.5347
Br -1.022 7.097 0.033 -0.1762
C -0.013 4.410 0.016 0.9011
H 2.910 1.926 0.002 0.4675
O -1.767 -1.111 -0.558 -0.4924
C -1.480 2.439 -0.051 1.0139
C -2.448 4.661 -0.047 -0.3724
C -2.601 3.281 -0.076 -0.4788
Cl -3.653 -2.445 2.473 -0.1329
O -1.434 -0.746 1.521 -0.5156
C 0.651 -2.110 0.111 -0.8681
C 2.064 2.598 0.011 -0.0312
Cl 4.653 -2.691 0.169 -0.1602
Cl 3.548 -5.645 -0.063 -0.1399
H 3.356 4.285 0.007 0.4028
N 0.826 2.083 0.025 -0.4650
Cl 0.492 -6.118 -0.127 -0.1415
C 0.200 -3.438 0.027 1.1379
Cl 2.482 -0.347 0.307 -0.3205
C 2.329 3.965 0.018 -1.0092
Cl -1.460 -3.833 0.025 -0.1696
```

## Properties
Charge: +1
E_LUMO (alpha / beta): -5.328 / -5.161 eV
Multiplicity: 3
Strongest force on any atom: 2.3 eV/Å
E_tot: -8909.02960 a.u.

Record 3
Formula: C18H10BrMoN4O4
Source: the OMol25 dataset
Level of theory: ωB97M-V with the def2-TZVPD basis set

Structure (XYZ):
```
38
Properties=species:S:1:pos:R:3:mulliken_charge:R:1
C -1.524 1.047 1.910 0.3634
H 3.613 -3.490 1.018 0.5461
C 0.190 0.551 -3.987 -0.1063
C 0.205 -0.515 1.802 0.4181
H -0.849 -0.129 4.990 0.6791
H 2.677 -3.060 3.365 0.6492
C 2.010 -2.113 1.510 0.8330
Mo -0.393 0.540 -0.993 2.0503
N 1.200 -2.034 5.156 1.0674
H -3.728 4.007 -3.289 0.4479
H 3.513 -2.957 -1.418 0.4965
O 0.383 0.109 -2.534 -0.5729
H -2.176 1.735 1.415 0.0189
C -1.617 0.886 3.271 -1.1477
C -2.926 3.311 -3.497 -0.5979
C -0.902 1.535 -3.910 0.8899
C 2.852 -2.481 -0.707 -1.0115
H -1.004 2.006 -5.987 0.5018
Br -2.825 2.707 -0.683 0.0270
H -2.880 3.653 -5.611 0.4933
C -1.406 2.194 -4.999 -0.5860
N -1.356 1.723 -2.657 -0.4685
C 1.118 -1.200 0.974 0.0179
C 1.927 -1.550 -1.173 0.0132
H 1.880 -1.316 -2.225 0.4399
H -2.353 1.460 3.817 0.4753
O 2.026 -2.846 5.466 -0.5621
C 1.990 -2.350 2.918 -0.5839
C -2.336 2.586 -2.475 0.9098
O 0.438 -1.475 5.915 -0.6027
C -2.448 3.107 -4.780 -0.3341
O 0.850 0.097 -4.813 -0.2574
C 0.175 -0.737 3.180 0.8281
N -0.633 0.372 1.139 -0.4498
C 2.902 -2.769 0.630 -0.3495
N 1.069 -0.911 -0.366 -0.5477
C -0.782 0.004 3.922 -0.0887
C 1.119 -1.697 3.709 -0.8994
```

## Properties
Charge: +3
E_LUMO (alpha / beta): -13.494 / -12.910 eV
Multiplicity: 3
ΔE to the lowest compared entry with this formula, charge and spin: 3.3 kJ/mol
Strongest force on any atom: 1.1 eV/Å
E_tot: -3852.95320 a.u.